{"formula": "C13H17N3O4", "method": "ωB97M-V/def2-TZVPD", "elements": ["C", "C", "C", "C", "C", "C", "C", "C", "C", "C", "C", "C", "C", "H", "H", "H", "H", "H", "H", "H", "H", "H", "H", "H", "H", "H", "H", "H", "H", "H", "N", "N", "N", "O", "O", "O", "O"], "xyz": [[-1.68428, -2.49054, 0.69473], [-0.89621, -1.38247, 0.12068], [-2.44003, -1.83412, 1.86927], [-3.71325, -0.94856, 1.85672], [1.26298, -0.63011, -0.56004], [2.56035, -1.22753, -0.89220], [1.30565, 0.58810, 0.32380], [1.49886, 1.86799, -0.44788], [2.68061, 2.50044, -0.72848], [0.28745, 2.56863, -0.93476], [2.78576, 3.70712, -1.45226], [0.37786, 3.79107, -1.60239], [1.66953, 4.37357, -1.86914], [-0.52693, -3.66327, 1.93461], [-1.52559, -4.38770, 1.23256], [-2.44330, -2.70115, -0.11913], [-1.73917, -1.33576, 2.62479], [-2.82710, -2.61391, 2.46670], [-3.36570, -0.36411, -0.09709], [-4.53158, 0.54679, 0.84082], [0.90258, -2.41092, 0.53605], [0.71196, -0.31682, -1.47743], [2.10956, 0.56561, 1.10248], [0.32792, 0.66607, 0.81863], [3.67879, 2.06610, -0.44410], [-0.68846, 2.11352, -0.84987], [3.73507, 4.15208, -1.67165], [-0.56226, 4.19648, -2.05624], [1.71206, 5.42976, -2.25168], [3.30533, -2.87520, -1.50793], [-0.93101, -3.63873, 1.04478], [-3.90197, -0.22313, 0.78263], [0.43101, -1.61336, 0.10533], [-1.36702, -0.40506, -0.41168], [-4.24347, -0.87206, 2.97816], [3.60437, -0.66744, -0.66764], [2.43960, -2.53141, -1.29113]], "nbo_charge": [-0.15, 0.69, -0.52, 0.67, -0.17, 0.78, -0.43, -0.03, -0.20, -0.20, -0.22, -0.22, -0.21, 0.36, 0.37, 0.22, 0.23, 0.23, 0.44, 0.40, 0.43, 0.26, 0.23, 0.24, 0.22, 0.22, 0.21, 0.21, 0.22, 0.50, -0.82, -0.80, -0.60, -0.67, -0.64, -0.56, -0.69], "e_homo_ev": -8.995, "smiles": "NC(=O)C[C@H](N)C(=O)N[C@@H](Cc1ccccc1)C(=O)O", "gap_ev": 9.442}



{"formula": "C13H17N3O5", "method": "ωB97M-V/def2-TZVPD", "elements": ["C", "C", "C", "C", "C", "C", "C", "C", "C", "C", "C", "C", "C", "H", "H", "H", "H", "H", "H", "H", "H", "H", "H", "H", "H", "H", "H", "H", "H", "H", "N", "N", "N", "O", "O", "O", "O", "O"], "xyz": [[-0.18161, -0.51728, 0.66287], [-1.09140, -1.82265, 0.38932], [1.08069, -0.99908, 0.96218], [2.03109, -0.04793, 1.13085], [2.62117, 0.36418, 2.43519], [2.66405, 0.81392, 0.13580], [3.41650, 1.49324, 2.68121], [3.55131, 1.94107, 0.34203], [4.04300, 2.27445, 1.55446], [-2.56920, -0.46510, -0.88904], [-3.90642, -0.11749, 0.02625], [-2.70463, -0.42749, -2.46353], [-1.35631, -0.74068, -3.06403], [-0.41505, -0.31306, 2.49018], [0.06032, 1.16465, 1.87974], [-0.26114, -0.02264, -0.29225], [1.36008, -1.68340, 0.11878], [1.02080, -1.70893, 1.80562], [2.15721, -0.02664, 3.29370], [2.30920, 0.26704, -0.68154], [3.65874, 1.93859, 3.76809], [3.80512, 2.42878, -0.61133], [4.50269, 4.17839, 1.06832], [-2.74530, -2.57230, -0.38791], [-1.84848, 0.26869, -0.53843], [-3.06353, 0.66130, -2.89474], [-3.60337, -1.02143, -2.96975], [-2.26464, -1.54344, -4.71900], [-0.71591, -1.16613, -4.85646], [-2.53345, 0.61162, 1.39800], [-0.56629, 0.36807, 1.76492], [-2.22740, -1.75384, -0.34636], [-1.48090, -1.38932, -4.18512], [-0.65645, -2.90799, 0.61048], [4.98557, 3.21381, 1.95933], [-5.02128, -0.35871, -0.41984], [-0.35707, -0.32039, -2.48812], [-3.69771, -0.06188, 1.33011]], "nbo_charge": [-0.14, 0.70, -0.51, 0.00, -0.21, -0.20, -0.25, -0.32, 0.28, -0.14, 0.76, -0.52, 0.67, 0.37, 0.40, 0.25, 0.25, 0.24, 0.19, 0.22, 0.23, 0.22, 0.45, 0.42, 0.23, 0.25, 0.24, 0.40, 0.39, 0.50, -0.83, -0.62, -0.78, -0.60, -0.61, -0.61, -0.64, -0.70], "e_homo_ev": -8.563, "gap_ev": 8.001}



{"formula": "C13H17N5OS", "method": "ωB97M-V/def2-TZVPD", "elements": ["C", "C", "C", "C", "C", "N", "C", "C", "C", "H", "H", "H", "H", "H", "C", "H", "H", "H", "C", "O", "C", "H", "H", "S", "C", "N", "N", "C", "N", "N", "H", "H", "H", "H", "H", "H", "H"], "xyz": [[0.09527, -0.57922, -3.88932], [0.15954, -0.00749, -2.51737], [-0.84849, 0.45724, -1.73004], [-0.26764, 0.94432, -0.52353], [1.10619, 0.75413, -0.63910], [1.34927, 0.16232, -1.83745], [2.62980, -0.18477, -2.35393], [3.56636, -1.03112, -1.54145], [2.90904, -1.60536, -2.75549], [2.13079, -2.33442, -2.59487], [3.49807, -1.77852, -3.64270], [3.22359, -1.38274, -0.58178], [4.61949, -0.79818, -1.57320], [3.07378, 0.59771, -2.96591], [2.17668, 1.13025, 0.31712], [2.42984, 0.29505, 0.97115], [1.81271, 1.93834, 0.94614], [3.07714, 1.44440, -0.20694], [-0.94286, 1.55993, 0.59898], [-0.37331, 2.04306, 1.56004], [-2.46233, 1.58808, 0.52673], [-2.86330, 2.09355, 1.40374], [-2.80874, 2.05882, -0.39160], [-3.14200, -0.10786, 0.50430], [-2.82137, -0.54164, 2.15125], [-2.74866, -1.78546, 2.56252], [-2.51880, -1.65374, 3.89649], [-2.45584, -0.33630, 4.20587], [-2.65876, 0.38584, 3.12738], [-2.15266, 0.14360, 5.44156], [-2.43423, -0.41292, 6.23204], [-2.29904, 1.13567, 5.53573], [-2.38401, -2.46832, 4.47088], [-1.88966, 0.44833, -1.98033], [0.86629, -0.15009, -4.52755], [0.22651, -1.66118, -3.88057], [-0.87869, -0.36129, -4.31878]], "nbo_charge": [-0.64, 0.14, -0.26, -0.26, 0.25, -0.34, -0.06, -0.41, -0.42, 0.23, 0.22, 0.23, 0.22, 0.21, -0.66, 0.22, 0.27, 0.21, 0.56, -0.56, -0.62, 0.27, 0.24, 0.28, 0.14, -0.32, -0.40, 0.52, -0.55, -0.81, 0.39, 0.41, 0.41, 0.22, 0.22, 0.21, 0.23], "e_homo_ev": -7.816, "smiles": "Cc1cc(C(=O)CSc2n[nH]c(N)n2)c(C)n1C1CC1", "gap_ev": 8.596}



{"formula": "C13H17NO4", "method": "ωB97M-V/def2-TZVPD", "elements": ["O", "O", "O", "O", "C", "C", "C", "C", "C", "N", "C", "C", "C", "C", "C", "C", "C", "C", "H", "H", "H", "H", "H", "H", "H", "H", "H", "H", "H", "H", "H", "H", "H", "H", "H"], "xyz": [[0.64052, -2.01330, 1.56477], [2.22534, 1.75137, -2.85549], [2.34712, 3.00865, -1.00057], [0.68431, 2.45089, 3.19649], [-0.41116, -1.67331, 1.05531], [2.01233, 2.25672, 2.98723], [0.07068, 1.84920, 2.03072], [2.23589, 1.61309, 1.71645], [0.99941, 1.26017, 1.14175], [1.86307, 2.07334, -1.75018], [-0.51246, 2.46900, -1.25659], [-1.35193, -2.75112, 1.10917], [-1.42604, -3.40185, -0.18360], [-1.68464, -2.43899, -1.37617], [-0.71969, -1.27146, -1.40463], [0.60837, 1.35765, -1.34182], [-0.53697, -0.58123, -0.06831], [0.72798, 0.43498, -0.14271], [2.83168, 2.62088, 3.64250], [-1.06947, 1.86366, 1.96448], [3.19855, 1.27327, 1.42290], [-0.57156, 3.03641, -2.18062], [-1.56431, 2.13426, -0.96159], [-0.17024, 3.29710, -0.56731], [-1.01466, -3.43712, 1.95101], [-2.19362, -2.11951, 1.31047], [-2.25730, -4.17452, -0.08777], [-0.53535, -3.81284, -0.35095], [-2.65018, -2.18864, -1.25014], [-1.51414, -3.12448, -2.27992], [-1.08032, -0.54249, -2.07119], [0.33487, -1.66562, -1.71000], [0.47838, 0.72185, -2.16781], [-1.44423, 0.04707, 0.17009], [1.44980, -0.32311, -0.25597]], "nbo_charge": [-0.55, -0.34, -0.40, -0.41, 0.60, 0.10, 0.05, -0.29, -0.10, 0.52, -0.65, -0.50, -0.37, -0.39, -0.41, -0.09, -0.27, -0.23, 0.21, 0.20, 0.22, 0.23, 0.22, 0.25, 0.25, 0.20, 0.21, 0.20, 0.20, 0.22, 0.22, 0.21, 0.23, 0.21, 0.24], "e_homo_ev": -8.352, "smiles": "C[C@H]([C@@H](c1ccoc1)[C@H]1CCCCC1=O)[N+](=O)[O-]", "gap_ev": 8.360}



{"formula": "C13H18ClNO", "method": "ωB97M-V/def2-TZVPD", "elements": ["C", "H", "H", "H", "C", "N", "H", "C", "C", "H", "H", "H", "C", "H", "H", "H", "C", "H", "H", "H", "H", "C", "O", "C", "C", "C", "C", "C", "C", "H", "H", "H", "Cl", "H"], "xyz": [[2.73077, -0.86255, -0.71266], [2.69733, -1.36395, -1.76518], [3.06490, -1.63162, -0.10824], [3.28307, 0.10765, -0.81049], [1.14220, -0.32356, -0.53204], [1.07753, 0.24743, 0.89316], [1.78907, -0.05973, 1.69422], [0.86084, 1.65477, 0.75318], [-0.48257, 1.98080, 0.18839], [-1.33145, 1.31993, 0.76055], [-0.60772, 2.85954, 0.39044], [-0.42900, 1.78162, -0.91782], [0.72461, 2.14492, 2.33252], [0.16751, 1.30146, 2.88734], [0.59798, 3.10281, 2.37843], [1.91064, 1.81777, 2.92517], [1.83611, 2.50134, 0.25908], [1.77748, 3.51875, 0.36769], [1.90532, 2.09025, -1.02980], [3.00110, 2.13687, 0.63817], [0.85665, 0.16587, -1.34020], [0.67757, -1.83325, -0.12095], [1.06683, -2.83723, 0.31961], [-0.84097, -1.79506, -0.41557], [-1.79698, -2.38594, 0.03427], [-3.25067, -2.42458, 0.02413], [-3.79648, -1.64845, -1.03188], [-2.75337, -1.30944, -2.09112], [-1.37891, -1.11956, -1.59965], [-0.80654, -0.72432, -2.35586], [-3.14077, -0.80676, -2.99505], [-4.76009, -1.71642, -1.41928], [-4.28459, -3.18229, 1.14718], [-1.50739, -2.70708, 1.25227]], "nbo_charge": [-0.63, 0.20, 0.23, 0.21, -0.11, -0.67, 0.41, 0.06, -0.56, 0.22, 0.18, 0.20, -0.55, 0.24, 0.18, 0.15, -0.55, 0.22, 0.15, 0.22, 0.22, 0.65, -0.50, -0.19, -0.14, -0.07, -0.20, -0.21, -0.19, 0.19, 0.22, 0.21, 0.06, 0.18], "e_homo_ev": -8.658, "gap_ev": 9.153}



{"formula": "C13H18F5MnO9S", "method": "ωB97M-V/def2-TZVPD", "elements": ["Mn", "F", "F", "C", "F", "F", "F", "S", "O", "O", "O", "O", "C", "O", "C", "C", "C", "H", "H", "H", "H", "H", "H", "O", "C", "O", "C", "C", "C", "H", "H", "H", "H", "H", "H", "O", "C", "O", "C", "C", "C", "H", "H", "H", "H", "H", "H"], "xyz": [[-1.33995, 1.19669, -0.90180], [-3.20559, 1.40512, -1.72081], [-0.94410, 3.25452, -0.94911], [-1.65334, -3.09619, 0.74775], [-2.93696, -2.84139, 0.58726], [-1.31011, -2.79296, 2.01290], [-1.44273, -4.41598, 0.62626], [-0.62853, -2.17936, -0.54029], [0.73469, -2.46658, -0.17571], [-1.05046, -2.79740, -1.79238], [-1.07545, -0.81242, -0.39933], [-0.13104, 0.52458, -2.65712], [-0.40460, -0.20192, -3.57088], [-1.50359, -0.11807, -4.32283], [-1.51110, -1.12603, -5.36149], [-0.50133, -2.16041, -4.90327], [0.46627, -1.32362, -4.12271], [-1.06603, -0.63101, -6.22739], [-2.51785, -1.50193, -5.48029], [-0.05476, -2.73970, -5.71239], [-0.95640, -2.88527, -4.22348], [1.32210, -0.91837, -4.67642], [0.98034, -1.81023, -3.29005], [-1.99797, 1.28594, 1.14317], [-1.58453, 1.57130, 2.22741], [-1.13045, 2.83160, 2.46249], [-0.81591, 3.02519, 3.81546], [-1.42103, 1.80301, 4.53197], [-1.41591, 0.72165, 3.45540], [-1.24881, 3.91552, 4.27589], [0.24598, 3.07865, 4.07593], [-2.40009, 2.00576, 4.98221], [-0.93314, 1.51998, 5.47519], [-2.33316, 0.14774, 3.58156], [-0.50293, 0.13653, 3.46544], [0.67434, 1.02140, 0.05246], [1.66765, 0.77241, 0.66062], [1.77259, 0.91901, 1.98941], [3.14053, 0.84286, 2.42615], [3.97853, 0.88635, 1.12646], [2.99622, 0.31753, 0.10481], [3.32174, -0.16704, 2.80931], [3.25249, 1.59233, 3.20099], [4.86937, 0.25963, 1.21791], [4.39720, 1.86959, 0.90693], [3.06748, -0.74990, -0.08455], [3.13030, 0.83090, -0.84904]], "nbo_charge": [1.62, -0.88, -0.89, 0.70, -0.31, -0.34, -0.33, 2.36, -0.99, -1.00, -1.02, -0.62, 0.84, -0.46, -0.06, -0.44, -0.54, 0.17, 0.21, 0.20, 0.25, 0.22, 0.26, -0.58, 0.83, -0.45, -0.07, -0.43, -0.53, 0.18, 0.17, 0.20, 0.21, 0.24, 0.26, -0.57, 0.83, -0.50, -0.07, -0.43, -0.54, 0.17, 0.20, 0.21, 0.21, 0.26, 0.25], "e_homo_ev": [-3.941, -5.231], "multiplicity": 6, "total_charge": -1, "gap_ev": [6.360, 7.649]}



In order of appearance, M = 279.3; 295.3; 291.4; 251.3; 239.7; 500.3 g mol⁻¹.
In order of appearance, energy above the lowest of the compared OMol25 structures with the same formula, charge and spin = 1.799; 9.461; 0.022; 7.709; 11.980; 0.602 eV.